A cluster of 11 separate species, H22O11 in total at a distorted geometry, computed with ωB97M-V with the def2-TZVPD basis set.

Structure (XYZ):
```
33
Properties=species:S:1:pos:R:3:forces:R:3:nbo_charge:R:1
O 0.60566 0.17409 2.70991 -3.08 -1.72 -1.76 -0.956
H 0.04014 0.84683 3.09526 0.22 0.39 0.60 0.462
H -0.18109 -0.35289 2.23271 2.86 1.20 1.19 0.494
O -3.79391 -3.40564 -1.21810 0.29 1.26 1.45 -0.939
H -3.04860 -3.91406 -0.84898 -0.66 0.25 -0.40 0.453
H -3.85212 -2.61066 -0.59811 0.05 -1.56 -1.07 0.483
O 3.66997 2.24096 2.93542 -1.99 -3.33 -3.23 -0.909
H 2.88371 1.60979 3.02720 1.29 1.08 1.33 0.444
H 3.75725 1.81543 1.98968 0.99 1.81 1.92 0.470
O -2.20581 1.12232 -3.65121 2.15 -4.28 5.00 -0.959
H -2.88769 1.30229 -4.22500 -2.74 0.14 -1.90 0.470
H -2.43556 0.20326 -3.04753 0.61 4.13 -3.05 0.489
O 3.54594 -1.63216 2.79595 -2.13 1.00 -1.78 -0.938
H 2.57896 -1.44843 2.98606 1.55 -0.36 0.19 0.473
H 3.52362 -1.35930 1.82969 0.50 -0.55 1.54 0.465
O -3.64947 1.82243 -0.04636 -1.65 -1.08 -6.48 -0.977
H -3.43824 2.42190 -0.84622 -0.09 -1.17 2.79 0.511
H -3.36223 2.03807 0.76709 1.82 2.22 3.75 0.470
O 1.09200 3.45319 2.30099 -1.47 -0.05 -0.08 -0.897
H 1.54206 2.65647 2.51086 2.06 -0.55 0.26 0.455
H 0.24396 2.99398 2.31413 -0.86 0.99 -0.38 0.436
O -2.53160 -1.28909 0.73527 -0.61 3.70 -0.34 -0.982
H -2.22697 -1.26447 -0.20613 0.03 -0.10 1.06 0.493
H -2.77721 -0.27045 0.90528 0.57 -3.49 -0.74 0.485
O -0.81237 -2.76734 -0.74826 -6.53 6.09 6.18 -0.951
H -0.24463 -2.98323 -1.31135 7.14 -4.04 -7.02 0.471
H -1.30433 -3.31867 -0.20166 -0.25 -1.98 0.85 0.485
O 4.01300 0.48590 -0.72717 -6.33 2.21 4.04 -0.937
H 4.77655 0.09944 -0.69907 6.92 -3.33 -0.38 0.462
H 3.75367 0.80104 -1.52828 -0.60 1.10 -3.54 0.476
O 1.09714 -0.19696 -4.35419 0.94 0.70 -3.59 -0.933
H 0.62102 0.28715 -3.73032 -1.37 1.07 1.98 0.464
H 1.00717 0.43884 -5.14754 0.37 -1.75 1.63 0.468
```
Forces are in eV/Å.

Output
Net charge   0
Lowest unoccupied orbital energy   -0.5 eV
Electronic energy   -22875.444 eV
Energy above the lowest of the compared OMol25 structures with the same formula, charge and spin   585.7 kJ/mol
SMILES   O.O.O.O.O.O.O.O.O.O.O
HOMO   -0.4101 Eh
Gap between HOMO and LUMO   10.660 eV


The molecule C4H10N2 at a distorted geometry, computed with ωB97M-V with the def2-TZVPD basis set.

Structure (XYZ):
```
16
Properties=species:S:1:pos:R:3:forces:R:3:nbo_charge:R:1
C 0.87012 -2.12691 0.79847 -1.21 0.52 -0.94 -0.630
C 1.26212 -1.16032 -0.36024 0.67 -1.42 -0.42 -0.421
C 0.01298 -0.51888 -1.00891 0.64 -0.44 1.98 -0.218
N -0.69995 0.26906 0.05208 0.76 -0.37 -2.78 -0.611
C -0.90900 1.59959 -0.22273 -0.43 0.51 2.29 0.277
N -0.83263 2.39612 0.77684 -0.38 0.14 -0.10 -0.727
H 0.92509 -1.56393 1.72137 0.25 -0.53 0.53 0.208
H -0.18295 -2.42695 0.67311 0.04 0.38 0.06 0.204
H 1.33208 -3.10847 0.78710 0.85 0.31 0.32 0.224
H 1.86955 -1.73453 -1.08114 -0.75 -0.02 -0.29 0.209
H 2.05041 -0.49091 -0.03175 -0.40 0.79 0.35 0.209
H 0.30402 0.09955 -1.85192 -0.32 0.00 -0.16 0.200
H -0.62144 -1.36632 -1.24802 -0.15 0.09 -0.74 0.190
H -0.31432 0.07214 0.95194 -0.05 0.42 0.63 0.388
H -1.25288 1.86960 -1.21911 0.08 -0.22 -0.18 0.156
H -1.25840 3.31619 0.66990 0.40 -0.17 -0.56 0.342
```
Forces are in eV/Å.

Output
Net charge   0
Lowest unoccupied orbital energy   1.1 eV
Electronic energy   -7289.541 eV
Energy above the lowest of the compared OMol25 structures with the same formula, charge and spin   104.1 kJ/mol
SMILES   [H]/N=C/NCCC
HOMO   -0.3275 Eh
Gap between HOMO and LUMO   10.015 eV


A cluster of 2 separate species, C13H23N5O7S in total at a distorted geometry, computed with ωB97M-V with the def2-TZVPD basis set.

Structure (XYZ):
```
49
Properties=species:S:1:pos:R:3:forces:R:3:nbo_charge:R:1
O -2.14845 -2.40946 5.34598 -0.32 0.02 0.07 -0.623
O 2.36365 -0.10444 2.92522 -0.08 -0.34 0.15 -0.632
O -2.13590 -2.37957 -3.70091 -0.84 1.17 0.27 -0.609
O 2.19492 5.05569 -5.37067 -1.33 -1.74 0.81 -0.930
O 1.46798 5.46877 -3.11680 -1.18 -2.55 -1.26 -0.880
N 0.35111 1.95885 -4.04010 0.16 0.61 0.14 -0.430
O -3.68946 -0.74798 -3.48301 0.84 -0.07 0.21 -0.673
O -0.23011 4.98245 -4.94238 1.23 -1.46 1.33 -0.834
C -1.04301 -2.49128 4.83946 -0.69 -0.86 1.52 0.662
C 1.43929 -0.51019 3.61700 0.56 0.62 -0.86 0.645
C -2.42642 -1.23091 -3.39730 1.24 -1.41 -0.11 0.772
C 1.34599 2.82731 -3.97359 -0.36 -1.64 0.15 0.076
C 2.18375 0.82059 -3.38514 -0.63 0.63 -0.17 -0.069
C 0.84932 0.72319 -3.65911 0.01 0.62 -0.08 0.105
N 2.50014 2.14982 -3.58507 0.50 1.29 -0.05 -0.501
N 1.13709 0.04095 4.80030 -0.65 -0.02 0.80 -0.607
N -0.74974 -1.76408 3.76287 1.27 0.63 -1.63 -0.621
N -1.12818 -0.32984 -1.39756 0.16 0.33 -0.32 -0.434
C -0.00160 -3.40965 5.44689 -0.10 0.18 -0.23 -0.720
C 1.87984 1.14511 5.40459 0.12 -0.23 -0.38 -0.414
C -0.91450 -1.66942 -0.80948 -0.48 0.59 -0.67 -0.408
C -2.09699 0.48841 -0.64029 0.25 -0.51 -0.51 -0.408
C 0.55116 -1.64167 3.08822 -0.63 0.08 0.82 -0.310
C 0.00918 -0.51590 -3.62594 -0.57 0.30 -0.20 -0.413
C -1.32254 -0.27228 -2.88153 -0.52 0.06 0.66 -0.143
S 1.25006 4.64899 -4.31880 2.15 3.41 0.15 2.248
H -4.21859 -1.48894 -3.81511 -0.11 -0.01 0.00 0.497
H 0.02227 5.58160 -5.65436 -0.05 0.18 -0.49 0.514
H 2.83720 0.01290 -3.07048 0.22 0.65 -0.06 0.237
H 3.41602 2.57979 -3.44238 -0.57 -0.27 -0.10 0.437
H 0.33487 -0.31904 5.29395 0.07 0.10 -0.07 0.402
H -1.51484 -1.21245 3.40461 -0.01 0.01 0.10 0.411
H -0.42423 -3.87320 6.33801 -0.02 0.14 -0.17 0.251
H 0.25628 -4.18691 4.72956 0.22 -0.05 0.00 0.229
H 0.88447 -2.84156 5.72125 0.23 -0.10 -0.04 0.224
H 2.12521 1.88564 4.64009 -0.01 -0.13 0.07 0.224
H 2.80966 0.77292 5.83866 0.00 0.13 0.01 0.202
H 1.28100 1.62177 6.18178 -0.02 -0.18 -0.12 0.209
H -0.68055 -1.58234 0.25168 -0.01 0.21 -0.11 0.189
H -0.08820 -2.19599 -1.29414 -0.14 0.15 -0.02 0.206
H -1.81724 -2.28122 -0.90644 -0.02 -0.26 0.08 0.174
H -1.82477 0.52135 0.41961 0.08 -0.09 -0.19 0.196
H -3.10623 0.07334 -0.72866 -0.22 0.08 0.14 0.172
H -2.10886 1.51707 -1.01644 0.08 -0.23 -0.02 0.211
H 0.38404 -1.44366 2.03367 0.10 0.02 0.00 0.235
H 1.10878 -2.57440 3.16698 -0.01 0.00 -0.02 0.231
H -0.20536 -0.78742 -4.66356 -0.08 -0.14 0.10 0.235
H 0.56503 -1.34286 -3.18158 -0.06 0.08 -0.04 0.227
H -1.67252 0.73019 -3.14954 0.20 0.02 0.33 0.239
```
Forces are in eV/Å.

Output
Net charge   0
Lowest unoccupied orbital energy   0.4 eV
Electronic energy   -46471.825 eV
Energy above the lowest of the compared OMol25 structures with the same formula, charge and spin   32.6 kJ/mol
SMILES   CN(C)[C@@H](Cc1c[nH]c(S(=O)(=O)O)n1)C(=O)O.CNC(=O)CNC(C)=O
HOMO   -0.3235 Eh
Gap between HOMO and LUMO   9.245 eV


A structure of composition C38H32Cl3F5N2O4S3SiW at a distorted geometry, computed with ωB97M-V with the def2-TZVPD basis set.

Structure (XYZ):
```
89
Properties=species:S:1:pos:R:3:forces:R:3:lowdin_charge:R:1
W -0.58948 1.00812 1.09730 -0.12 -1.06 0.09 1.656
S -0.89542 1.59821 3.47280 -0.13 0.34 0.20 0.767
C 0.18177 2.88689 3.14755 -0.02 0.08 -0.25 -1.069
N 0.79207 2.82517 1.98950 -0.21 -0.31 0.07 -0.084
C 1.57976 3.95081 1.76612 0.01 -0.01 -0.10 -0.293
C 2.35710 4.21015 0.64215 -0.02 -0.03 0.01 -0.048
C 3.10132 5.37146 0.60668 0.01 0.01 0.00 -0.064
C 3.09170 6.26906 1.67819 0.01 0.00 -0.02 -0.079
C 2.33507 6.01635 2.80581 -0.01 -0.01 0.01 -0.081
C 1.57684 4.85185 2.83703 -0.01 -0.02 -0.01 -0.446
S 0.53131 4.27195 4.10509 0.00 0.02 -0.03 1.099
H 2.36957 3.50383 -0.17400 0.00 -0.01 -0.01 0.066
H 3.70495 5.58986 -0.26441 0.00 0.00 0.00 0.108
H 3.68282 7.17337 1.62513 0.00 0.00 0.00 0.105
H 2.32530 6.70847 3.63699 0.00 0.00 0.00 0.110
C 2.11777 0.05395 3.11899 0.03 0.00 -0.02 -0.187
Si 2.56726 0.07476 1.30560 -0.03 0.05 -0.03 0.462
C 3.19373 -1.67167 0.97165 -0.04 -0.01 0.00 -0.172
C 3.96847 1.31750 1.15999 0.01 -0.02 -0.02 -0.158
N 1.24629 0.54655 0.13685 0.39 -0.02 0.06 -0.181
C 1.55627 0.29375 -1.18742 -0.23 0.05 -0.01 -0.327
C 2.83246 -0.12459 -1.63643 0.05 -0.03 -0.07 -0.049
C 3.12025 -0.40130 -2.96002 0.04 0.00 0.04 -0.049
C 2.18244 -0.27281 -3.97988 -0.04 0.00 -0.01 -0.071
C 0.93428 0.19606 -3.62993 0.06 0.01 0.01 -0.065
C 0.68720 0.44469 -2.29820 0.04 -0.03 0.20 -0.298
O -1.18617 0.17896 -0.78976 -0.29 0.12 -0.26 -0.500
C -2.15801 1.08094 -2.93978 -0.06 -0.14 -0.15 -0.444
C -2.53962 2.33150 -3.65095 0.00 -0.03 0.03 -0.620
C -2.89883 2.01178 -5.06750 0.02 0.04 0.03 -0.114
C -3.28758 0.78368 -5.42172 -0.01 -0.06 -0.05 -0.082
C -3.31611 -0.32341 -4.47627 0.01 0.05 -0.01 -0.060
C -2.72940 -0.20670 -3.27498 0.05 0.10 0.02 -0.060
H 2.98889 -0.43470 3.57168 0.01 0.03 -0.01 0.049
H 1.24670 -0.54612 3.36749 -0.02 -0.03 0.01 0.006
H 2.02544 1.03599 3.57597 -0.04 0.02 0.00 0.013
H 2.98106 -2.29927 1.83979 -0.02 -0.01 -0.02 0.032
H 4.27799 -1.66307 0.82869 0.00 0.01 0.02 0.043
H 2.75225 -2.14920 0.09975 -0.01 0.00 -0.02 -0.008
H 4.89777 0.85355 1.50227 -0.01 -0.01 0.00 0.042
H 3.77741 2.17847 1.80158 0.00 0.01 0.00 0.025
H 4.13355 1.69118 0.14885 0.01 0.00 0.00 0.030
H 3.63904 -0.23235 -0.93133 0.02 -0.01 0.02 0.071
H 4.12515 -0.72456 -3.20132 0.00 0.00 0.01 0.115
H 2.42921 -0.50427 -5.00541 -0.01 0.00 -0.01 0.108
H 0.15024 0.38369 -4.35714 0.00 0.00 -0.01 0.124
H -1.77226 3.09800 -3.58179 0.00 0.00 -0.01 0.083
H -2.89605 2.83143 -5.77342 -0.01 0.01 0.01 0.112
H -3.59860 0.59699 -6.44171 0.00 0.00 0.01 0.107
H -3.80515 -1.24669 -4.75682 0.01 0.00 0.00 0.105
H -2.69816 -1.00713 -2.54878 -0.01 0.00 0.01 0.092
O -0.67653 -0.54745 1.76986 0.26 0.32 -0.04 -0.447
S 0.27971 -3.19681 0.00380 0.03 -0.04 -0.16 1.006
C 0.58075 -4.18631 1.44791 -0.04 0.15 0.13 -0.523
C 1.16481 -5.44147 1.33055 -0.02 -0.02 -0.02 -0.090
C 1.45845 -6.17574 2.47111 -0.01 -0.02 -0.03 -0.082
C 1.16695 -5.66030 3.72556 0.00 0.01 0.03 -0.085
C 0.58531 -4.40514 3.84464 0.00 -0.01 -0.01 -0.073
C 0.29737 -3.66337 2.70818 0.05 0.00 -0.03 -0.110
C -1.41728 -3.53581 -0.38274 0.02 0.01 -0.01 -0.497
C -2.37962 -3.83461 0.57298 -0.01 -0.01 0.01 -0.083
C -3.70095 -4.00482 0.19012 0.00 -0.01 -0.02 -0.076
C -4.07444 -3.86935 -1.13962 -0.01 0.00 0.00 -0.085
C -3.11038 -3.57664 -2.09297 0.02 -0.02 0.01 -0.105
C -1.78351 -3.41547 -1.71999 -0.04 -0.03 -0.01 -0.131
H 1.38584 -5.83449 0.34663 0.01 0.00 0.00 0.105
H 1.91500 -7.15269 2.37876 0.00 0.00 0.00 0.103
H 1.39604 -6.23723 4.61224 0.00 0.00 0.00 0.102
H 0.35986 -4.00055 4.82292 0.00 0.00 0.00 0.106
H -0.14246 -2.67623 2.78050 -0.01 -0.01 0.01 0.086
H -2.10330 -3.92414 1.61508 -0.01 0.01 -0.01 0.104
H -4.44638 -4.23091 0.94139 0.00 0.00 0.00 0.107
H -5.10886 -3.99599 -1.43028 0.00 0.00 0.00 0.102
H -3.38620 -3.48754 -3.13720 0.00 0.00 0.00 0.100
H -1.02415 -3.21101 -2.46654 0.00 0.02 0.00 0.102
Cl -0.89073 1.15764 -1.95557 -0.07 -0.18 0.53 1.173
C -0.46286 2.60328 -1.35650 0.69 0.96 -0.21 -0.800
Cl -3.99919 3.08926 -2.84875 0.00 0.00 -0.02 0.652
Cl 0.75526 3.42138 -2.28963 -0.13 0.03 -0.19 0.776
C -1.29175 3.45626 -0.42070 -0.18 -0.33 0.26 -0.687
O -1.48150 4.61826 -0.64369 -0.02 0.10 0.00 0.099
O -1.60440 2.79868 0.66758 0.11 -0.07 -0.23 -0.223
F -3.04226 -0.78009 0.72727 0.01 0.00 -0.07 0.053
C -2.85722 0.55295 0.93136 -0.01 0.11 0.39 -0.432
F -3.43369 1.18076 -0.12709 -0.02 0.01 -0.02 0.044
C -3.77873 0.88147 2.13204 -0.10 -0.12 -0.07 -0.617
F -3.78053 2.17099 2.45197 0.01 0.00 -0.02 0.143
F -5.04350 0.53581 1.83870 0.07 0.01 0.03 0.156
F -3.41472 0.16627 3.20961 0.00 0.02 0.00 0.101
```
Forces are in eV/Å.

Output
Net charge   0
Lowest unoccupied orbital energy   -1.2 eV
Electronic energy   -144452.204 eV
Energy above the lowest of the compared OMol25 structures with the same formula, charge and spin   48.0 kJ/mol
HOMO   -0.2999 Eh
Gap between HOMO and LUMO   6.917 eV


What is the lowest unoccupied orbital energy in the fourth record? -1.2 eV


Among the records above, which one has the lowest energy above the lowest of the compared OMol25 structures with the same formula, charge and spin? C13H23N5O7S


Which value of lowest unoccupied orbital energy does entry 2 give? 1.1 eV